# 1
The following is a quantum chemistry calculation of a molecular structure, C70H190F3N17O22SV, from the OMol25 dataset.

```
304
Properties=species:S:1:pos:R:3
O -3.0244 0.2303 -2.6830
V -3.7678 1.1657 -1.5724
C 0.5978 -0.0883 -1.4374
F 0.6377 1.0028 -2.2679
F 0.0434 -1.1328 -2.1002
F 1.8130 -0.3422 -0.9540
S -0.6338 0.3843 0.0258
O -0.0054 1.5071 0.7207
O -1.9279 0.8779 -0.5850
O -0.8847 -0.7910 0.8269
C -6.1954 1.9202 -4.0221
O -5.5365 1.7440 -2.7950
H -5.7820 2.7251 -4.6299
H -6.1660 1.0163 -4.6305
H -7.2408 2.2289 -4.0243
C -0.6759 -4.1752 -0.2537
C -0.9122 -5.0685 1.0030
C -0.1894 -4.5827 2.2283
O 1.2152 -4.4090 2.0338
C 1.8619 -3.9805 3.1492
N -2.3249 -5.2734 1.1800
H 0.3969 -4.1356 -0.4423
H -1.0187 -3.1413 -0.2945
H -1.1122 -4.6088 -1.1535
H -0.4283 -6.0211 0.7875
H -0.4513 -5.2586 3.0423
H -0.4898 -3.5701 2.4973
H 1.5375 -4.5109 4.0445
H 1.6382 -2.9167 3.2295
H 2.9454 -3.9553 3.0331
H -2.7605 -5.9027 0.5209
H -2.3700 -5.8272 2.0234
C 3.3007 1.1827 -5.0244
C 4.6762 0.5797 -5.1292
C 4.7487 -0.2761 -6.4470
O 3.9053 -1.4474 -6.5540
C 4.1151 -2.4795 -5.6109
N 5.6028 1.6986 -5.1443
H 2.5539 0.3973 -5.1414
H 3.1181 1.9019 -5.8229
H 3.1295 1.7424 -4.1049
H 4.8708 -0.0870 -4.2891
H 5.7624 -0.6684 -6.5279
H 4.4982 0.3496 -7.3036
H 5.1737 -2.7296 -5.5410
H 3.6147 -3.4119 -5.8725
H 3.8408 -2.2098 -4.5910
H 5.4217 2.3191 -5.9203
H 5.2536 2.2190 -4.3522
C 5.0366 5.5317 -3.4450
C 5.7366 4.5797 -2.4168
C 5.9484 5.2754 -1.0288
O 6.6612 6.5053 -1.2368
C 7.1758 7.0377 -0.0544
N 5.0326 3.3385 -2.3303
H 4.7286 4.9399 -4.3070
H 5.7712 6.2863 -3.7260
H 4.1818 6.0147 -2.9716
H 6.7375 4.4252 -2.8197
H 6.4431 4.5659 -0.3654
H 5.0066 5.5926 -0.5810
H 7.3354 8.0765 -0.3434
H 8.1478 6.6050 0.1824
H 6.6157 7.0927 0.8792
H 5.6421 2.7498 -1.7808
H 4.2174 3.5608 -1.7769
C 9.0250 3.2026 -1.7613
C 9.2313 1.7265 -1.4559
C 7.9083 0.8742 -1.5406
O 6.8967 1.2307 -0.5625
C 5.9186 0.2339 -0.3521
N 10.1245 1.2570 -2.4262
H 9.9462 3.7845 -1.7338
H 8.3434 3.6966 -1.0688
H 8.5390 3.2558 -2.7355
H 9.7001 1.6027 -0.4797
H 8.2440 -0.1621 -1.5018
H 7.4430 1.0095 -2.5170
H 5.2635 0.4190 0.4993
H 6.4483 -0.6826 -0.0923
H 5.4223 -0.0021 -1.2934
H 10.1581 0.2489 -2.4782
H 9.7584 1.5148 -3.3315
C -4.2051 5.1579 0.2361
C -3.9970 3.9017 -0.6250
C -2.7561 3.9943 -1.5523
O -2.8363 2.9502 -2.5610
C -2.0424 3.1331 -3.7796
N -3.9406 2.7002 0.1221
H -5.2051 4.9919 0.6370
H -4.2290 6.0657 -0.3666
H -3.6313 5.3728 1.1376
H -4.8676 3.7118 -1.2528
H -1.7851 3.8255 -1.0867
H -2.7685 4.9971 -1.9792
H -2.1756 2.2986 -4.4680
H -0.9610 3.2321 -3.6859
H -2.4107 4.0436 -4.2522
H -3.2651 2.8943 0.8475
H -4.7895 2.6246 0.6642
C -7.5968 3.2473 2.0603
C -6.4599 2.2749 2.3478
C -6.5785 1.6164 3.7318
O -7.8283 0.9106 3.9445
C -7.7463 -0.2016 4.8053
N -6.3089 1.4145 1.1843
H -7.4820 3.8078 1.1326
H -7.7682 3.9477 2.8778
H -8.5612 2.7405 2.0952
H -5.5728 2.9054 2.2880
H -6.4146 2.3940 4.4778
H -5.7147 1.0217 4.0289
H -6.8850 -0.7875 4.4844
H -8.6568 -0.7828 4.6598
H -7.6389 0.0472 5.8611
H -6.6050 0.5087 1.5190
H -7.0226 1.6715 0.5174
C 3.9562 -2.7108 0.5856
C 3.5993 -3.6935 -0.5271
C 4.8552 -4.0030 -1.3629
O 5.3973 -2.7381 -1.8671
C 6.6565 -2.8300 -2.3895
N 3.1476 -4.9114 0.0993
H 3.0342 -2.6480 1.1636
H 4.0721 -1.6989 0.1975
H 4.8464 -3.0685 1.1031
H 2.8286 -3.1662 -1.0893
H 4.5701 -4.7043 -2.1471
H 5.5077 -4.5550 -0.6865
H 6.8439 -1.8933 -2.9145
H 6.7679 -3.7247 -3.0021
H 7.3054 -2.9029 -1.5168
H 3.8460 -5.4549 0.5860
H 2.6286 -4.5265 0.8755
C -0.6127 6.5607 -0.3011
C 0.5870 5.6043 -0.0919
C 1.8657 5.9891 -0.9163
O 1.6466 6.1070 -2.3158
C 1.3734 4.8915 -2.9007
N 0.8239 5.5718 1.2992
H -0.3175 7.6038 -0.1873
H -1.4361 6.3650 0.3858
H -1.0999 6.4644 -1.2714
H 0.2685 4.5970 -0.3605
H 2.7068 5.3261 -0.7141
H 2.2234 6.9901 -0.6750
H 1.4621 5.0046 -3.9812
H 0.4191 4.4587 -2.6005
H 2.2537 4.3117 -2.6232
H 1.3745 6.3379 1.6598
H 1.4896 4.8170 1.3853
C 2.4558 1.6865 5.7907
C 2.6570 2.3665 7.1412
C 1.5024 1.9973 8.0437
O 0.2494 2.4520 7.5973
C 0.1057 3.9207 7.5735
N 3.9496 1.8771 7.6622
H 2.4537 0.6086 5.9532
H 3.1802 1.9122 5.0081
H 1.4859 1.9763 5.3867
H 2.8413 3.4320 7.0039
H 1.5961 2.2891 9.0897
H 1.4658 0.9093 8.0982
H -0.8636 4.0598 7.0947
H 0.8223 4.3775 6.8910
H 0.2185 4.2698 8.5999
H 4.6746 1.8103 6.9622
H 3.8813 0.8885 7.8576
C -0.1407 -7.5880 -4.6771
C -0.2132 -6.3359 -5.5500
C 0.7551 -5.1768 -5.3049
O 0.4964 -4.6836 -3.9847
C 1.4158 -3.6494 -3.5708
N -0.0859 -6.8188 -6.8797
H -0.6821 -8.4280 -5.1123
H -0.4752 -7.5154 -3.6423
H 0.9134 -7.8499 -4.5853
H -1.1909 -5.8804 -5.3930
H 0.7887 -4.4989 -6.1578
H 1.7391 -5.6305 -5.1861
H 1.3880 -2.7589 -4.1988
H 2.4454 -3.9440 -3.3675
H 1.0688 -3.3673 -2.5768
H 0.1688 -6.0728 -7.5112
H 0.7720 -7.3442 -6.7903
C -1.7411 -1.9496 -5.1566
C -1.3386 -0.4909 -5.4491
C 0.0101 -0.2659 -6.0855
O -0.0567 -0.3987 -7.5180
C 1.2978 -0.5036 -8.0801
N -2.4953 0.2015 -6.1330
H -0.9785 -2.5732 -4.6899
H -1.7717 -2.5542 -6.0631
H -2.7145 -1.9849 -4.6674
H -1.1846 -0.0529 -4.4629
H 0.6935 -0.8953 -5.5155
H 0.2230 0.7433 -5.7332
H 1.8944 0.3384 -7.7289
H 1.1441 -0.5335 -9.1588
H 1.7643 -1.3952 -7.6610
H -2.1319 1.0450 -6.5530
H -2.6029 -0.3666 -6.9611
C -0.2016 3.5395 3.8135
C -1.5901 3.7416 3.2080
C -2.3881 5.0284 3.6934
O -2.3330 5.1849 5.1712
C -3.0025 6.3350 5.5245
N -1.4412 3.5899 1.7739
H 0.3366 2.7423 3.3008
H -0.1522 3.3776 4.8903
H 0.4771 4.3525 3.5556
H -2.1636 2.8714 3.5274
H -3.3896 5.0015 3.2641
H -1.9436 5.9061 3.2242
H -2.5875 7.2808 5.1760
H -2.9777 6.3531 6.6141
H -4.0593 6.3299 5.2577
H -0.8140 4.3305 1.4944
H -0.9358 2.7246 1.6475
C -5.1643 -2.1813 -2.2782
C -5.7930 -1.2814 -1.2178
C -6.7395 -2.0022 -0.1583
O -7.6314 -1.0963 0.5333
C -8.3664 -1.5901 1.6207
N -4.6947 -0.6248 -0.4816
H -4.5471 -2.9269 -1.7771
H -4.6305 -1.5058 -2.9467
H -5.8257 -2.8126 -2.8715
H -6.3742 -0.5286 -1.7504
H -6.1907 -2.5815 0.5842
H -7.3299 -2.7790 -0.6440
H -9.1067 -2.2971 1.2463
H -8.9939 -0.8470 2.1130
H -7.7246 -1.9640 2.4184
H -4.3096 -1.4154 0.0152
H -5.1134 -0.2036 0.3353
C -1.5756 -3.0783 7.4782
C -0.3960 -2.9118 6.4521
C 0.3297 -1.5163 6.3660
O -0.4727 -0.6210 5.6203
C -0.1643 -0.5039 4.2337
N 0.5441 -3.9147 6.8470
H -2.3274 -2.3100 7.2977
H -1.2688 -2.9187 8.5119
H -1.9785 -4.0835 7.3549
H -0.7053 -3.2280 5.4559
H 1.3226 -1.7324 5.9715
H 0.5566 -1.0846 7.3408
H 0.8274 -0.1099 4.0113
H -0.8625 0.1441 3.7038
H -0.2124 -1.4960 3.7849
H 0.1220 -4.8236 6.9725
H 0.8623 -3.5860 7.7475
C -3.7519 -0.7502 2.8552
C -3.3795 -2.2599 2.6567
C -4.4982 -3.1312 3.1641
O -4.4935 -3.2016 4.6256
C -5.6675 -3.8143 5.1307
N -3.1399 -2.4549 1.2587
H -3.9286 -0.5373 3.9095
H -4.6830 -0.5290 2.3335
H -3.0231 -0.0088 2.5277
H -2.5117 -2.5407 3.2536
H -4.4549 -4.1193 2.7058
H -5.4469 -2.7758 2.7619
H -5.4239 -4.0185 6.1734
H -5.8616 -4.8288 4.7826
H -6.5638 -3.2046 5.0167
H -2.8450 -3.4140 1.1440
H -2.2713 -1.9605 1.1128
C 3.5275 3.8263 2.2814
C 3.3536 2.6277 1.3512
C 3.0957 1.2476 2.0118
O 4.2528 0.8031 2.6968
C 4.0495 -0.4256 3.3920
N 2.3239 2.8311 0.3357
H 3.6521 4.7362 1.6944
H 4.4396 3.6872 2.8619
H 2.6718 4.1132 2.8925
H 4.2673 2.5566 0.7612
H 2.6483 0.5992 1.2585
H 2.3193 1.4928 2.7365
H 3.8269 -1.2213 2.6811
H 3.2828 -0.2962 4.1559
H 4.9229 -0.8157 3.9146
H 1.4367 2.6963 0.7992
H 2.3352 2.0638 -0.3210
C -4.0104 -8.2084 -2.5937
C -3.5936 -7.0679 -1.7582
C -4.2853 -5.6825 -2.0693
O -4.1328 -5.1889 -3.3973
C -2.8743 -4.6005 -3.5848
N -3.8161 -7.4369 -0.3810
H -5.0003 -8.5680 -2.3127
H -3.3320 -9.0578 -2.5147
H -4.1012 -7.9574 -3.6505
H -2.5148 -6.9889 -1.8925
H -3.8588 -4.9743 -1.3589
H -5.3491 -5.8138 -1.8716
H -2.6490 -3.7362 -2.9600
H -2.7347 -4.3679 -4.6405
H -2.1293 -5.3499 -3.3174
H -3.3880 -8.3458 -0.2764
H -4.7897 -7.5409 -0.1332
```

Calculated values
LUMO (spin up / spin down)	0.24 / 0.48	eV
gap between HOMO and LUMO (spin up / spin down)	0.296 / 0.306	Eh
multiplicity	2
⟨S²⟩	0.805
charge	0

Results of the Mulliken charge analysis, in e, for atoms 1 through 2:
1. O 0.3254
2. V 0.0292

# 2
The following is a quantum chemistry calculation of 10 unconnected molecules or ions with the total composition C70H63N10O18PS, from the OMol25 dataset.

```
163
Properties=species:S:1:pos:R:3
C 4.1255 -4.8014 -3.7135
C 4.6071 -3.2968 -4.2619
P 3.4051 -2.5297 -5.5350
C 3.4648 -3.6890 -7.0756
C 4.9063 -4.4588 -7.2697
C 1.5915 -2.6851 -4.9014
C 1.1480 -2.9801 -3.3469
C -0.4566 -3.1216 -2.9173
C -1.7029 -2.9788 -4.0231
C -1.1968 -2.7061 -5.5937
C 0.3980 -2.5409 -6.0183
S -2.6234 -2.6036 -6.8611
C -3.8077 -3.9637 -6.2289
C -4.5915 -4.9920 -7.2482
C -5.5516 -6.1588 -6.5526
C -5.7531 -6.2562 -4.9080
C -4.9474 -5.1981 -3.9442
C -3.9342 -4.0262 -4.5620
N -3.1697 -3.0816 -3.6606
H 4.9530 -5.6207 -3.9720
H 3.1641 -5.0584 -4.3709
H 3.9101 -4.8071 -2.5623
H 5.6626 -3.4597 -4.7765
H 4.7241 -2.5711 -3.3516
H 3.1512 -3.1144 -8.0617
H 2.6443 -4.5372 -6.8995
H 5.7749 -3.6534 -7.4085
H 4.8111 -5.1846 -8.1893
H 5.2367 -5.0989 -6.3224
H 2.0410 -3.1119 -2.5663
H -0.7249 -3.3474 -1.7941
H 0.6535 -2.3137 -7.1609
H -4.4634 -4.9550 -8.4345
H -6.1394 -6.9814 -7.1784
H -6.4378 -7.0749 -4.3778
H -5.0938 -5.2730 -2.7854
H -3.6568 -2.1469 -3.7099
C -0.6938 -0.4741 3.3288
C -1.3898 -1.1936 2.3561
C -0.6951 -1.9915 1.4450
C 0.7026 -2.0655 1.5203
C 1.4044 -1.3382 2.4909
C 0.6989 -0.5414 3.3948
N 1.4367 -2.9225 0.5816
O 0.7815 -3.5352 -0.2745
O 2.6686 -2.9875 0.7013
H -1.2402 0.1423 4.0406
H -2.4752 -1.1348 2.3101
H -1.2522 -2.5461 0.6930
H 2.4895 -1.3826 2.5575
H 1.2344 0.0246 4.1538
C -0.3394 3.2811 -2.0143
C 0.4918 2.5365 -1.1760
C 0.2817 2.5443 0.2043
C -0.7714 3.3011 0.7363
C -1.6025 4.0557 -0.1023
C -1.3808 4.0423 -1.4808
N -1.0132 3.2932 2.1841
O -0.2444 2.6283 2.8944
O -1.9742 3.9481 2.6126
H -0.1751 3.2675 -3.0905
H 1.3023 1.9470 -1.5991
H 0.9382 1.9586 0.8442
H -2.4204 4.6514 0.2976
H -2.0225 4.6223 -2.1405
C 1.1600 6.2479 6.0743
C 0.6112 5.3278 5.1797
C -0.2621 4.3401 5.6394
C -0.5839 4.2857 7.0026
C -0.0283 5.2034 7.9041
C 0.8460 6.1849 7.4330
N -1.5211 3.2657 7.4881
O -1.9765 2.4602 6.6626
O -1.8065 3.2710 8.6941
H 1.8361 7.0197 5.7102
H 0.8619 5.3824 4.1225
H -0.6814 3.6305 4.9296
H -0.2655 5.1696 8.9654
H 1.2802 6.9037 8.1244
C -7.5507 -3.0764 -5.6095
C -8.1954 -2.0933 -4.8572
C -9.5018 -1.7148 -5.1728
C -10.1577 -2.3335 -6.2460
C -9.5101 -3.3153 -7.0078
C -8.2026 -3.6834 -6.6843
N -11.5399 -1.9582 -6.5670
O -12.0717 -1.0721 -5.8816
O -12.0972 -2.5514 -7.5016
H -6.5341 -3.3722 -5.3560
H -7.6802 -1.6237 -4.0219
H -9.9904 -0.9471 -4.5768
H -10.0056 -3.8001 -7.8463
H -7.6924 -4.4467 -7.2677
C 2.3847 -8.8736 0.6909
C 1.5746 -7.9951 -0.0303
C 1.8060 -7.7871 -1.3914
C 2.8534 -8.4707 -2.0242
C 3.6730 -9.3474 -1.3009
C 3.4336 -9.5451 0.0604
N 3.0857 -8.2757 -3.4603
O 2.3511 -7.4776 -4.0610
O 3.9999 -8.9232 -3.9905
H 2.1969 -9.0369 1.7507
H 0.7600 -7.4743 0.4684
H 1.1657 -7.0992 -1.9393
H 4.4924 -9.8807 -1.7783
H 4.0625 -10.2260 0.6299
C -4.1316 7.7874 3.5872
C -3.4645 6.7737 4.2768
C -2.8470 7.0476 5.4987
C -2.9079 8.3452 6.0253
C -3.5704 9.3666 5.3315
C -4.1817 9.0811 4.1090
N -2.2826 8.6336 7.3216
O -1.6899 7.7079 7.8956
O -2.3868 9.7844 7.7697
H -4.6164 7.5676 2.6375
H -3.4285 5.7682 3.8629
H -2.3312 6.2467 6.0238
H -3.6211 10.3791 5.7262
H -4.7010 9.8665 3.5641
C 1.3731 9.4457 -3.7302
C 0.4330 9.3146 -2.7069
C -0.5758 8.3541 -2.8022
C -0.6313 7.5233 -3.9298
C 0.3066 7.6579 -4.9621
C 1.3092 8.6240 -4.8568
N -1.6741 6.4946 -4.0241
O -2.4966 6.4196 -3.0992
O -1.6698 5.7577 -5.0206
H 2.1612 10.1923 -3.6487
H 0.4885 9.9597 -1.8326
H -1.3009 8.2645 -1.9962
H 0.2723 7.0231 -5.8450
H 2.0438 8.7343 -5.6515
C 7.1548 3.6382 7.3362
C 6.1299 2.7779 6.9392
C 5.2799 3.1385 5.8919
C 5.4690 4.3666 5.2432
C 6.4923 5.2355 5.6448
C 7.3343 4.8653 6.6953
N 4.5948 4.7401 4.1248
O 3.6892 3.9529 3.8118
O 4.8147 5.8186 3.5552
H 7.8186 3.3502 8.1496
H 5.9955 1.8239 7.4445
H 4.4860 2.4569 5.5943
H 6.6472 6.1938 5.1533
H 8.1334 5.5316 7.0124
C 5.2490 -6.1752 4.1237
C 5.1721 -6.1761 5.5173
C 4.1922 -5.4209 6.1646
C 3.2875 -4.6687 5.4028
C 3.3673 -4.6599 4.0038
C 4.3533 -5.4169 3.3679
N 2.2392 -3.8930 6.0763
O 2.2134 -3.9114 7.3160
O 1.4377 -3.2677 5.3673
H 6.0113 -6.7700 3.6233
H 5.8747 -6.7684 6.0995
H 4.1455 -5.4323 7.2514
H 2.6747 -4.0768 3.4005
H 4.4216 -5.4190 2.2822
```

Calculated values
SMILES string	CCP(CC)c1ccc2c(c1)Sc1ccccc1N2.O=[N+]([O-])c1ccccc1.O=[N+]([O-])c1ccccc1.O=[N+]([O-])c1ccccc1.O=[N+]([O-])c1ccccc1.O=[N+]([O-])c1ccccc1.O=[N+]([O-])c1ccccc1.O=[N+]([O-])c1ccccc1.O=[N+]([O-])c1ccccc1.O=[N+]([O-])c1ccccc1
LUMO	-1.07	eV
gap between HOMO and LUMO	0.243	Eh
multiplicity	1
charge	0

Results of the Mulliken charge analysis, in e, for atoms 1 through 2:
1. C -0.6558
2. C -0.5267

Listing maximum force for the structures above in their given order: 5.942 5.240 eV/Å.
Listing molecular weight for the structures above in their given order: 1762.4 1395.4 g mol⁻¹.
Listing energy for the structures above in their given order: -190711.336 -145449.130 eV.